# 1
DFT (the ωB97M-V functional and the def2-TZVPD basis) results for a molecular structure, C8H24KO8P.

CARTESIAN COORDINATES (ANGSTROEM)
K -23.74579 5.99672 9.30043
P -27.02998 3.21395 6.25828
O -25.54776 2.80547 6.28986
O -27.71015 2.67155 7.57710
O -27.72073 2.52158 5.03742
O -27.17355 4.76329 6.20610
C -21.36206 8.57598 14.88775
C -21.77086 9.85216 14.09937
O -22.68054 9.49791 13.05656
H -20.64947 8.82025 15.67556
H -20.92758 7.81986 14.23384
H -22.19203 8.01053 15.31147
H -20.91765 10.38347 13.67768
H -22.19225 10.63588 14.72891
H -23.31445 10.18133 12.82702
C -26.28430 3.21835 15.08390
C -26.98240 2.77352 13.81855
O -26.28360 3.10569 12.68283
H -25.25564 2.85804 15.09491
H -26.69051 2.87659 16.03590
H -26.31162 4.30784 15.06496
H -27.96522 3.24307 13.77756
H -27.05245 1.68817 13.89075
H -26.85641 3.04718 11.91468
C -29.08646 8.67426 12.55024
C -29.39758 8.00153 11.18996
O -28.42788 8.38885 10.20974
H -28.93210 9.74226 12.39645
H -28.21285 8.17855 12.97354
H -29.94531 8.61612 13.21890
H -30.42816 8.20779 10.90105
H -29.48071 6.91472 11.18396
H -28.39910 7.73484 9.50757
C -17.91404 6.06535 9.89871
C -17.94129 4.61003 10.45696
O -19.33669 4.23738 10.30348
H -18.27744 6.24146 8.88628
H -16.90707 6.48106 9.86250
H -18.42067 6.74849 10.58043
H -17.60207 4.52651 11.48946
H -17.31863 3.92356 9.88324
H -19.43518 3.35052 10.65757

For the molar mass, the calculation gives 318.34 u. For the energy above the lowest of the compared OMol25 structures with the same formula, charge and spin, the calculation gives 666.1 kJ/mol. The value obtained for the max |F| is 2.18 eV/Å. Its LUMO energy is 0.1268 Eh. As for the energy: -50674.5543 eV. Its total charge is -2. The value obtained for the HOMO-LUMO gap is 0.0700 hartree.

Löwdin atomic charge list, values in e, 2 entries:
1 K 0.098
2 P -0.152


# 2
DFT (the ωB97M-V functional and the def2-TZVPD basis) results for a molecular structure, C4H7NS.

CARTESIAN COORDINATES (ANGSTROEM)
C 0.75274 -0.35911 -1.10929
C 0.24292 0.56204 0.08082
C -0.67621 -0.15218 0.93136
C 0.31707 1.91716 -0.02461
H 0.57491 0.09564 -2.40069
H 0.04610 -1.73884 -0.90494
H 2.27821 -0.38286 -0.91170
H -0.95916 0.45185 1.87201
H -0.43925 -2.16510 0.50554
H -1.81519 -2.19945 1.59009
H -0.05842 2.62458 0.72645
N -1.20351 -1.43486 0.90176
S 0.93977 2.78112 -1.25680

For the molar mass, the calculation gives 101.17 u. For the energy above the lowest of the compared OMol25 structures with the same formula, charge and spin, the calculation gives 721.6 kJ/mol. The value obtained for the max |F| is 7.57 eV/Å. Its LUMO energy is -0.0138 Eh. As for the energy: -16579.4529 eV. The value obtained for the HOMO-LUMO gap is 0.2802 hartree.

Löwdin atomic charge list, values in e, 2 entries:
1 C -0.146
2 C -0.481


# 3
DFT (the ωB97M-V functional and the def2-TZVPD basis) results for a molecular structure, C5H6AgO3.

CARTESIAN COORDINATES (ANGSTROEM)
O -1.50531 0.75093 0.29328
C -0.31877 0.49222 0.15008
O 0.29068 0.60476 -0.99898
O 0.45154 0.05969 1.11235
C 1.77804 -0.18471 0.60909
C 1.68080 0.19986 -0.87696
C 1.97294 -0.92721 -1.83299
C 1.10845 -2.02900 -1.88169
Ag -3.00499 0.86133 1.65973
H 2.00426 -1.24519 0.76708
H 2.48134 0.43721 1.16970
H 2.28422 1.08477 -1.10824
H 3.04217 -1.18565 -1.90367
H 1.36130 -1.13649 -3.03871
H 0.02831 -1.82937 -1.89692

Its expectation value of S² is 2.01. As for the spin multiplicity: 3. For the molar mass, the calculation gives 221.97 u. For the energy above the lowest of the compared OMol25 structures with the same formula, charge and spin, the calculation gives 0.0 kJ/mol. The value obtained for the max |F| is 3.31 eV/Å. Its LUMO energy (alpha / beta) is -0.1957 / -0.1958 Eh. As for the energy: -15410.5896 eV. Its total charge is +1. The value obtained for the HOMO-LUMO gap (alpha / beta) is 0.1725 / 0.3678 hartree.

Löwdin atomic charge list, values in e, 2 entries:
1 O -0.020
2 C -0.577


# 4
DFT (the ωB97M-V functional and the def2-TZVPD basis) results for a gas-phase ion, C4H8N3S2 (charge +1).

CARTESIAN COORDINATES (ANGSTROEM)
C 1.53261 0.27216 -2.50871
C 0.81738 -0.44608 -1.33413
C -0.49370 0.20909 -0.85683
S -1.61028 0.56741 -1.98298
N -0.58217 0.59436 0.40647
C -0.85481 -0.07321 1.48266
N -0.97435 0.79496 2.70098
N -0.90240 -1.30407 1.90302
S -0.89921 -2.73706 1.16980
H 2.04008 -0.50301 -2.94981
H 2.23176 1.02488 -1.99748
H 0.73733 0.58373 -3.13747
H 1.38763 -0.63510 -0.34750
H 0.46530 -1.47911 -1.57154
H -1.54571 1.69221 2.77848
H 0.06646 1.15724 2.74982
H -1.41594 0.28161 3.49522

For the molar mass, the calculation gives 162.26 u. For the energy above the lowest of the compared OMol25 structures with the same formula, charge and spin, the calculation gives 353.9 kJ/mol. The value obtained for the max |F| is 4.07 eV/Å. Its LUMO energy (alpha / beta) is -0.2480 / -0.2562 Eh. As for the energy: -30407.2960 eV. Its total charge is +1. The value obtained for the HOMO-LUMO gap (alpha / beta) is 0.2025 / 0.1865 hartree.

Löwdin atomic charge list, values in e, 2 entries:
1 C -0.069
2 C -0.275


# 5
DFT (the ωB97M-V functional and the def2-TZVPD basis) results for a single C8H8 molecule.

CARTESIAN COORDINATES (ANGSTROEM)
C 0.91048 2.65006 -0.59090
C 1.07008 1.34033 -0.97000
C 0.38256 0.16892 -0.32966
C -0.95095 -0.05240 -0.61067
C -1.68348 -1.33544 -0.19907
C -1.04931 -1.93325 0.90258
C 0.23074 -1.57114 1.40771
C 0.97834 -0.49825 0.73127
H 1.32773 3.54617 -1.14482
H 0.18485 2.72246 0.19705
H 1.53427 1.00295 -1.89355
H -1.34720 0.47540 -1.67025
H -2.76288 -1.48640 -0.48314
H -1.44414 -2.82028 1.23486
H 0.68439 -2.16030 2.30893
H 1.93452 -0.04883 1.10964

For the molar mass, the calculation gives 104.15 u. For the energy above the lowest of the compared OMol25 structures with the same formula, charge and spin, the calculation gives 196.7 kJ/mol. The value obtained for the max |F| is 6.01 eV/Å. Its LUMO energy is 0.0275 Eh. As for the energy: -8422.9817 eV. The value obtained for the HOMO-LUMO gap is 0.3598 hartree.

Löwdin atomic charge list, values in e, 2 entries:
1 C 0.025
2 C -0.152


# 6
DFT (the ωB97M-V functional and the def2-TZVPD basis) results for 2 unconnected molecules or ions with the total composition H3O3P3.

CARTESIAN COORDINATES (ANGSTROEM)
O -1.58435 -2.38329 -0.38029
O -1.69749 1.14673 -1.66232
O -2.12402 1.83574 0.74423
P 2.25027 0.03946 -0.17881
P 0.74252 1.26566 0.53635
P -1.42215 0.89928 -0.22385
H -0.61608 -2.21548 -0.40772
H 3.16176 1.09526 -0.32389
H 0.40360 0.71621 1.77428

Its expectation value of S² is 2.01. As for the spin multiplicity: 3. For the molar mass, the calculation gives 143.94 u. For the energy above the lowest of the compared OMol25 structures with the same formula, charge and spin, the calculation gives 13.9 kJ/mol. The value obtained for the max |F| is 2.69 eV/Å. Its LUMO energy (alpha / beta) is 0.2552 / 0.1739 Eh. As for the energy: -34054.1627 eV. Its total charge is -2. The value obtained for the HOMO-LUMO gap (alpha / beta) is 0.2054 / 0.1444 hartree.

Löwdin atomic charge list, values in e, 2 entries:
1 O -0.681
2 O -0.537


# 7
DFT (the ωB97M-V functional and the def2-TZVPD basis) results for 2 unconnected molecules or ions with the total composition C7H17N3.

CARTESIAN COORDINATES (ANGSTROEM)
C -1.48041 1.54230 0.70611
C -0.22535 1.06161 0.73349
N 0.56635 1.15243 1.87402
N 0.68789 1.51149 -0.68832
C 1.92058 0.80016 -0.80751
N 0.92009 2.87506 -0.62832
H -2.02735 1.61349 -0.21936
H -1.99885 1.82962 1.61041
H 1.31155 0.47871 1.96244
H 0.07601 1.34215 2.73719
H 2.80603 1.39431 -0.55540
H 2.01523 0.40894 -1.82171
H 1.89918 -0.09463 -0.13996
H 0.02943 3.35937 -0.62977
H 1.44979 3.15419 0.20410
C 0.90660 -1.69109 0.55156
C -0.34374 -1.14246 0.44536
C -1.10580 -1.24406 -0.85162
C -1.61270 -2.66900 -1.08428
H 1.35694 -1.90127 1.51228
H 1.43715 -2.05044 -0.31751
H -0.95538 -1.15172 1.34030
H -0.45835 -0.93219 -1.67307
H -1.95238 -0.55856 -0.83546
H -2.25237 -2.98958 -0.26069
H -0.78177 -3.37060 -1.15619
H -2.18839 -2.72823 -2.00808

For the molar mass, the calculation gives 143.23 u. For the energy above the lowest of the compared OMol25 structures with the same formula, charge and spin, the calculation gives 506.5 kJ/mol. The value obtained for the max |F| is 4.30 eV/Å. Its LUMO energy is 0.0153 Eh. As for the energy: -12000.3883 eV. The value obtained for the HOMO-LUMO gap is 0.3079 hartree.

Löwdin atomic charge list, values in e, 2 entries:
1 C 0.003
2 C -0.400